# C30H55Cl3N5O4PSe2Si2V

A molecular structure, C30H55Cl3N5O4PSe2Si2V (ωB97M-V/def2-TZVPD, OMol25).

```
! RIJCOSX wB97M-V def2-TZVPD def2/J DEFGRID3
* xyz -2 2
Se -1.178 -4.281 1.263
Se -2.009 -1.482 2.727
V 0.313 0.114 0.227
Cl -3.152 -1.791 -0.561
Cl -1.662 -0.604 -3.056
Cl -0.670 -3.502 -1.789
P 1.966 2.564 2.103
Si -1.134 -1.398 -1.145
Si 2.448 -0.738 -4.102
O -3.233 2.227 0.958
O -1.627 0.672 1.141
O -3.537 4.347 -0.536
O -2.539 5.304 -2.258
N 0.224 2.094 -2.041
N 2.339 -0.053 -2.506
N -0.322 1.547 -0.934
N 2.040 -0.732 -0.253
N 1.275 1.356 1.479
C 4.124 -1.197 -1.351
C 1.370 5.311 3.051
C 4.573 1.897 1.419
C 2.556 -2.597 -4.009
C 3.231 2.921 -0.355
C -2.589 4.382 -1.466
C 2.484 -1.482 0.807
C 0.797 4.630 0.719
C 2.498 2.226 3.909
C 1.229 2.299 4.776
C -1.291 -4.327 3.226
C 3.743 -2.040 0.845
C -2.172 1.688 0.589
C 4.599 -1.870 -0.238
C 0.904 4.142 2.180
C 1.466 -1.758 1.877
C -1.877 -3.074 3.911
C 3.559 3.024 1.147
C -1.880 -0.226 4.212
C 2.947 0.757 3.979
C -2.974 -4.902 0.865
C 0.964 -0.305 -5.128
C -1.422 2.222 -0.578
C 2.834 -0.666 -1.361
C 3.566 3.131 4.527
C 3.969 -0.123 -5.011
C -0.515 3.702 2.607
C -0.538 3.140 -2.362
C -1.603 3.282 -1.470
C 4.215 4.372 1.447
H 0.924 3.326 4.981
H 2.374 5.652 2.788
H 3.408 -2.948 -3.421
H 3.959 -0.492 -6.045
H -1.271 4.338 2.132
H -0.305 3.764 -3.215
H -0.707 2.675 2.295
H 1.423 1.815 5.742
H 3.999 0.973 -5.044
H -3.701 -4.219 1.299
H 0.826 -2.569 1.538
H 4.429 4.506 2.510
H 4.984 1.936 2.429
H 1.944 -2.048 2.809
H 3.299 4.189 4.458
H 3.601 5.210 1.112
H 0.678 3.792 0.031
H 4.111 0.918 1.259
H 0.681 6.150 2.893
H 4.746 -1.061 -2.227
H 4.545 2.995 4.066
H 5.412 1.992 0.720
H -3.110 -5.916 1.234
H -3.468 3.523 0.050
H 3.034 0.449 5.030
H 0.576 0.696 -4.904
H 1.213 -0.357 -6.195
H 1.571 0.610 -2.335
H -1.846 -5.228 3.487
H -0.079 5.277 0.605
H 4.040 -2.615 1.712
H 5.605 -2.274 -0.223
H -3.064 -4.875 -0.218
H -2.085 0.758 3.790
H 0.156 -1.013 -4.920
H 2.757 3.819 -0.750
H 2.562 2.083 -0.543
H -0.878 -0.247 4.641
H 5.170 4.428 0.906
H 4.156 2.752 -0.922
H -0.256 -4.475 3.525
H -0.662 3.764 3.687
H 3.667 2.881 5.591
H 1.675 5.208 0.419
H 2.629 -3.029 -5.015
H 1.355 5.076 4.116
H -2.617 -0.464 4.978
H 0.398 1.782 4.291
H -1.242 -2.777 4.748
H -2.873 -3.272 4.304
H 0.825 -0.886 2.067
H 2.202 0.134 3.486
H 4.898 -0.470 -4.543
H 3.906 0.575 3.493
H 1.644 -2.982 -3.534
*
```

DFT total energy   -9799.00244 a.u.
Frontier orbital gap (alpha / beta)   0.1874 / 0.1378 Eh
HOMO level (alpha / beta)   -1.246 / 0.106 eV


# C30H55ClP2PdSeSi2

A molecular structure, C30H55ClP2PdSeSi2 (ωB97M-V/def2-TZVPD, OMol25).

```
! RIJCOSX wB97M-V def2-TZVPD def2/J DEFGRID3
* xyz 0 5
Pd -0.739 0.215 -0.180
Se -1.182 -2.308 -0.059
Cl 2.538 -0.390 -3.909
P 2.473 -1.679 0.162
P -2.294 1.160 -1.548
Si 1.492 -1.081 3.132
Si -3.166 1.995 1.325
C -0.211 2.015 0.921
C 1.387 -0.029 -2.578
C -5.291 -2.449 2.197
C 4.507 0.012 -0.811
C -2.886 0.359 -3.109
C -0.900 0.514 2.521
C -2.323 -1.051 -3.310
C 5.195 -1.624 0.992
C 0.456 0.225 2.257
C -0.650 3.112 -2.739
C 2.027 -2.344 1.818
C 0.885 1.136 1.223
C 3.004 -3.167 -0.847
C -5.269 -2.402 0.796
C -2.871 -2.346 2.245
C -1.978 2.945 -1.995
C -4.053 -2.358 0.117
C -4.417 0.349 -3.212
C 3.430 -4.362 0.003
C -1.380 1.529 1.639
C -2.837 -2.325 0.837
C 4.071 -0.740 0.454
C -4.088 -2.425 2.920
C -3.667 1.265 -0.359
C 2.958 -0.274 3.962
C -4.299 1.259 2.611
C -3.137 3.561 -2.790
C 0.510 -1.983 4.443
C 1.901 -3.588 -1.826
C -3.312 3.851 1.348
H 4.631 -0.660 -1.670
H 3.796 -0.055 3.291
H 0.377 -0.022 -3.002
H 5.471 0.504 -0.626
H -4.096 -2.468 4.011
H 3.711 -5.182 -0.672
H 1.208 -2.538 5.087
H 1.489 -0.816 -1.808
H 4.295 -4.153 0.642
H -4.015 0.233 -0.184
H -2.764 4.229 2.223
H -4.506 0.196 2.437
H 2.604 -4.716 0.632
H -4.091 3.540 -2.248
H 2.843 -2.958 2.235
H -4.855 1.355 -3.169
H -3.275 3.069 -3.763
H 4.946 -2.104 1.947
H -1.927 -2.330 2.789
H -4.870 -0.265 -2.421
H 5.481 -2.399 0.268
H -6.242 -2.514 2.726
H 3.317 -0.927 4.771
H -2.928 4.350 0.451
H 1.668 -2.804 -2.553
H -0.609 2.480 -3.636
H 0.213 2.876 -2.104
H 1.654 0.946 -2.162
H -4.692 -0.090 -4.180
H -6.202 -2.419 0.231
H 2.245 -4.465 -2.389
H -4.016 -2.379 -0.971
H -0.205 -2.695 4.013
H -2.482 1.011 -3.906
H -1.239 -1.050 -3.467
H -2.538 -1.698 -2.447
H -0.547 4.156 -3.065
H -0.173 2.903 0.299
H 6.082 -0.997 1.165
H -0.039 -1.266 5.070
H 3.800 0.005 1.221
H -5.251 1.810 2.584
H -1.496 0.062 3.315
H 1.152 -3.000 1.652
H -4.511 1.835 -0.776
H -1.912 3.464 -1.025
H -3.863 1.372 3.612
H 2.615 0.670 4.412
H -4.375 4.106 1.468
H -2.788 -1.497 -4.201
H 3.868 -2.803 -1.430
H 3.788 0.790 -1.091
H -2.901 4.616 -2.989
H 0.977 -3.860 -1.295
H 1.894 1.232 0.828
*
```

DFT total energy   -5427.20375 a.u.
Frontier orbital gap (alpha / beta)   0.1518 / 0.1887 Eh
HOMO level (alpha / beta)   -3.618 / -7.305 eV


# C30H55F4N2O13P3

4 unconnected molecules or ions with the total composition C30H55F4N2O13P3 (ωB97M-V/def2-TZVPD, OMol25).

```
! RIJCOSX wB97M-V def2-TZVPD def2/J DEFGRID3
* xyz 0 1
P -4.507 -0.446 3.923
P 2.939 0.736 -6.767
P -0.996 -5.409 4.353
F -1.733 2.940 -2.738
F 0.310 2.732 -1.890
F 7.300 0.314 -0.089
F -1.429 1.866 -0.882
O 1.752 1.557 -5.983
O 3.768 2.003 -7.427
O -5.506 -0.512 2.611
O -0.741 -6.651 3.309
O -1.972 -4.752 3.201
O -3.604 -0.690 5.100
O 1.888 0.583 -8.022
O 0.146 -5.641 5.293
O -3.681 0.861 3.316
O -2.235 -6.036 5.244
O 3.829 0.422 -5.604
O -5.720 0.344 4.704
O -0.345 5.275 -1.136
N 3.417 4.203 0.274
N 4.825 3.765 -2.249
C 5.588 1.292 -8.878
C 4.709 2.428 1.243
C 5.672 1.461 1.193
C 3.866 4.645 -2.064
C -3.378 -4.569 3.251
C 0.593 -8.517 4.089
C 2.050 5.947 -0.728
C -0.974 2.923 -1.612
C 1.568 1.408 -4.574
C 0.756 5.235 -0.203
C 2.458 0.145 -10.334
C -5.236 1.251 6.898
C -5.928 0.160 6.104
C -3.712 -3.121 3.573
C 0.538 -7.278 3.216
C 6.061 2.026 -1.152
C -5.367 0.146 1.357
C 6.355 1.277 -0.061
C -2.265 0.859 3.192
C -1.251 4.232 -0.829
C 5.181 1.964 -7.581
C 1.975 1.164 -9.317
C 2.290 2.508 -3.821
C -3.125 -4.457 6.871
C -2.367 -5.750 6.633
C -1.814 0.237 1.883
C 4.379 3.247 0.111
C -4.847 -0.814 0.300
C 3.158 4.877 -0.827
C 5.049 3.046 -1.111
H 3.325 2.616 -4.147
H -3.956 -1.339 0.645
H 0.959 1.468 -9.581
H -0.058 -9.294 3.685
H 1.334 -6.578 3.466
H 1.803 3.470 -4.000
H -1.399 -5.717 7.134
H 6.671 1.331 -9.008
H -3.886 -5.250 3.926
H 0.950 4.173 0.027
H -5.596 -1.577 0.078
H 1.888 0.421 -4.242
H -4.613 -0.284 -0.624
H 5.279 0.244 -8.883
H 5.894 0.880 2.089
H 1.706 -0.631 -10.481
H -5.602 -0.831 6.419
H 5.121 1.783 -9.734
H -4.104 -4.484 6.388
H -3.273 -4.289 7.939
H -7.005 0.210 6.279
H 1.610 -8.910 4.140
H -2.284 4.552 -1.044
H 5.668 1.477 -6.735
H -1.948 1.905 3.222
H -3.751 -4.807 2.252
H 5.522 3.002 -7.588
H -2.923 -6.582 7.070
H 2.572 2.071 -9.349
H 0.495 1.475 -4.379
H 2.367 6.608 0.097
H -5.729 2.211 6.730
H 0.412 5.713 0.739
H -2.098 -0.818 1.840
H -6.372 0.469 1.073
H -4.767 1.049 1.402
H 0.683 -7.562 2.171
H 6.623 1.815 -2.069
H -0.730 0.305 1.778
H -5.263 1.030 7.966
H -2.274 0.741 1.034
H -3.420 -2.474 2.738
H 3.364 -0.356 -9.993
H 4.152 2.589 2.173
H -2.575 -3.605 6.463
H -3.169 -2.772 4.445
H -1.784 0.358 4.033
H 0.246 -8.314 5.102
H -4.787 -3.005 3.745
H 2.282 2.312 -2.751
H 2.654 0.620 -11.297
H -1.216 4.000 0.254
H -4.197 1.376 6.593
H 1.904 6.488 -1.672
H 3.608 5.282 -2.923
*
```

DFT total energy   -3687.29834 a.u.
Frontier orbital gap   0.3181 Eh
SMILES   Fc1ccc2nc(CCOCC(F)(F)F)cnc2c1.CCOP(=O)(OCC)OCC.CCOP(=O)(OCC)OCC.CCOP(=O)(OCC)OCC
HOMO level   -9.142 eV


Number 1: maximum force 1.85 eV/A. Number 2: maximum force 3.69 eV/A. Number 3: maximum force 8.59 eV/A.